[1]
The following is a quantum chemistry calculation of C18H21N3O3S in the gas phase, from OMol25.

Each line ends with the natural charge from an NBO analysis.
Cartesian coordinates (Å):
C 6.3974 1.0345 0.0280  -0.715
C 4.9087 1.2571 -0.1285  0.689
O 4.3655 2.3126 0.0879  -0.589
N 4.2583 0.1204 -0.5364  -0.608
C 2.9030 -0.0664 -0.8008  0.166
C 2.4733 -1.3576 -1.1191  -0.245
C 1.1404 -1.6040 -1.3843  -0.172
C 0.2322 -0.5630 -1.3310  -0.366
S -1.5048 -0.8757 -1.6646  2.341
O -1.5791 -2.0476 -2.4885  -0.946
O -2.0740 0.3440 -2.1482  -0.927
N -2.2519 -1.2838 -0.2343  -0.689
C -2.0276 -2.6286 0.2459  -0.230
C -0.8712 -2.7112 1.2453  -0.420
C -1.0886 -1.7154 2.3822  -0.394
C -1.2917 -0.3124 1.8123  -0.422
C -2.4804 -0.3307 0.8432  -0.055
C -2.8925 1.0154 0.3075  -0.062
C -2.1404 2.1723 0.4471  -0.180
C -2.6252 3.3597 -0.0817  -0.257
C -3.8536 3.3470 -0.7177  0.034
N -4.5948 2.2568 -0.8320  -0.409
C -4.1239 1.1319 -0.3390  0.073
C 0.6494 0.7240 -1.0527  -0.191
C 1.9804 0.9799 -0.7792  -0.203
H 6.8324 0.7213 -0.9187  0.229
H 6.8638 1.9624 0.3453  0.246
H 6.5878 0.2660 0.7744  0.228
H 4.8275 -0.7064 -0.6578  0.397
H 3.1903 -2.1655 -1.1630  0.210
H 0.7937 -2.5888 -1.6552  0.242
H -2.9516 -2.9748 0.7239  0.196
H -1.8396 -3.2447 -0.6327  0.245
H 0.0680 -2.4800 0.7397  0.204
H -0.8073 -3.7275 1.6371  0.215
H -0.2315 -1.7246 3.0586  0.212
H -1.9727 -2.0039 2.9563  0.195
H -0.3863 0.0009 1.2887  0.211
H -1.4935 0.3932 2.6203  0.219
H -3.3482 -0.7281 1.3975  0.209
H -1.1907 2.1641 0.9619  0.215
H -2.0554 4.2726 0.0031  0.218
H -4.2746 4.2463 -1.1476  0.192
H -4.7548 0.2614 -0.4633  0.191
H -0.0804 1.5176 -1.0740  0.247
H 2.3141 1.9792 -0.5557  0.254

Calculated values
Highest occupied orbital energy, eV: -8.9
ΔE to the lowest compared entry with this formula, charge and spin, kcal per mole: 49.73

=====

[2]
The following is a quantum chemistry calculation of a molecular structure, C18H21O5PdSbSe4, from OMol25.

Each line ends with the Mulliken charge.
Cartesian coordinates (Å):
Pd 1.3116 0.1936 -0.5466  1.483
C 1.8955 0.0864 3.2554  -0.735
O 1.2043 -0.4763 2.1600  -0.015
C 0.0496 -1.2156 2.5080  -0.546
C -1.0540 -0.8882 1.5275  -0.677
O -0.6708 -1.2301 0.2025  0.129
C -0.9786 -2.5592 -0.1673  -0.895
H 1.2690 0.8069 3.7921  0.342
H 2.7728 0.5924 2.8565  0.034
H 2.2307 -0.6859 3.9560  0.325
H -0.2911 -0.9720 3.5207  0.461
H 0.2877 -2.2856 2.4838  0.255
H -1.2350 0.1871 1.5168  0.208
H -1.9799 -1.4046 1.8030  0.478
H -2.0603 -2.7214 -0.1396  0.289
H -0.4891 -3.2879 0.4865  0.283
H -0.6231 -2.7007 -1.1854  0.212
O 0.1096 -0.3871 -2.2886  -0.514
C -0.6970 0.7454 -2.6582  2.268
C -1.1411 1.3580 -1.2911  0.038
O -2.2735 1.7145 -1.0768  -0.622
O -0.1749 1.5296 -0.4193  -0.851
C -1.8355 0.2692 -3.5537  -0.181
C -1.7312 -0.9499 -4.2158  -0.128
C -2.7191 -1.3766 -5.0930  -0.973
C -3.8325 -0.5877 -5.3227  -0.431
C -3.9492 0.6275 -4.6629  -0.985
C -2.9640 1.0543 -3.7878  -0.217
C 0.1588 1.8057 -3.3580  0.413
C 1.4826 1.5647 -3.7073  0.193
C 2.2412 2.5473 -4.3313  -1.048
C 1.6864 3.7847 -4.6059  -0.500
C 0.3690 4.0373 -4.2455  -1.016
C -0.3875 3.0579 -3.6257  -0.066
H 0.6222 -0.7008 -3.0441  0.215
H -0.8872 -1.6074 -4.0524  0.329
H -2.6124 -2.3311 -5.5919  0.407
H -4.6058 -0.9160 -6.0048  0.402
H -4.8207 1.2488 -4.8242  0.395
H -3.0942 1.9837 -3.2588  0.355
H 1.9623 0.6200 -3.4802  0.130
H 3.2717 2.3370 -4.5858  0.363
H 2.2772 4.5527 -5.0876  0.411
H -0.0697 5.0069 -4.4420  0.410
H -1.4046 3.2834 -3.3354  0.241
Se 5.1157 0.2930 -2.6221  -0.265
Sb 4.1079 -0.0071 -0.3372  0.896
Se 5.5133 0.0668 1.5407  -0.503
Se 2.6888 2.1017 0.0307  -0.290
Se 2.7235 -1.9006 -0.8261  -0.508

Calculated values
Highest occupied orbital energy (alpha / beta), eV: -8.6 / -8.4
2S+1: 3
ΔE to the lowest compared entry with this formula, charge and spin, kcal per mole: 0.00

=====

[3]
The following is a quantum chemistry calculation of a molecular structure, C18H22AsClF5N3OS4Sn, from OMol25.

Each line ends with the natural charge from an NBO analysis.
Cartesian coordinates (Å):
Sn 4.8373 -0.5722 -1.9190  0.709
S 6.9481 -3.0541 0.6368  -0.801
As 6.4448 -1.0151 0.8603  0.998
S 7.0814 0.1556 -0.9284  -0.733
S 4.2039 -0.7832 0.5003  -0.791
S 7.0466 -0.1119 2.6603  -0.780
C -2.4563 2.7278 -0.2600  -0.612
C -1.4238 1.6182 -0.5003  -0.076
C -0.6476 2.0172 -1.7675  -0.611
C -0.4173 1.6016 0.6607  -0.614
C -2.1569 0.2366 -0.6732  0.290
O -2.7635 0.1584 -1.9664  -0.770
C -3.3763 0.0477 0.2520  -0.412
C -3.2308 0.0021 1.7808  -0.425
C -2.5535 -1.2282 2.3428  -0.032
C -3.0906 -2.4911 2.1024  -0.157
C -2.5055 -3.6341 2.6194  -0.248
C -1.3621 -3.5191 3.3951  -0.044
Cl -0.6297 -4.9527 4.0562  -0.006
C -0.8048 -2.2801 3.6528  -0.209
C -1.4104 -1.1439 3.1302  -0.212
C -1.2218 -0.9704 -0.4848  -0.255
N -0.1274 -1.0267 -1.4334  -0.200
C 1.1903 -1.1281 -1.2037  0.203
N 1.8439 -1.2070 -2.3419  -0.462
C 0.8605 -1.1705 -3.2670  0.169
N -0.3608 -1.0726 -2.7699  -0.362
H -1.9535 3.6968 -0.3072  0.211
H -2.9351 2.6518 0.7206  0.191
H -3.2279 2.7087 -1.0335  0.213
H -0.1412 2.9682 -1.5799  0.218
H -1.3199 2.1476 -2.6171  0.207
H 0.1302 1.3065 -2.0403  0.230
H -0.0510 2.6163 0.8339  0.221
H 0.4568 0.9918 0.4308  0.232
H -0.8525 1.2438 1.5958  0.185
H -2.0844 -0.1413 -2.5964  0.505
H -3.8508 -0.8781 -0.0850  0.209
H -4.0727 0.8474 0.0034  0.222
H -4.2468 0.0291 2.1877  0.213
H -2.7312 0.8978 2.1494  0.214
H -3.9856 -2.5836 1.4952  0.201
H -2.9282 -4.6113 2.4245  0.220
H 0.0976 -2.2020 4.2454  0.239
H -0.9637 -0.1769 3.3337  0.223
H -1.8182 -1.8761 -0.6030  0.212
H -0.7867 -0.9726 0.5102  0.240
H 1.6521 -1.1184 -0.2202  0.251
H 1.0480 -1.1922 -4.3309  0.198
F 2.8957 1.4379 -3.3798  -0.398
C 3.9547 1.6072 -2.4788  0.283
F 4.8760 2.3678 -3.1782  -0.379
C 3.3849 2.5322 -1.4139  0.891
F 4.3154 2.9113 -0.5461  -0.306
F 2.8269 3.6728 -1.9151  -0.357
F 2.3937 1.9129 -0.7401  -0.342

Calculated values
Highest occupied orbital energy, eV: -1.1
Total charge: -2

=====

In order of appearance, strongest force on any atom = 1.0 1.4 0.6 eV/A.
In order of appearance, energy = -40455.1894 -300645.0388 -161666.7364 eV.